No. 1
Below is an isolated ion of composition C2H3N3S and charge +2, with properties calculated with ωB97M-V/def2-TZVPD.

Geometry as ORCA input:
```
! wB97M-V def2-TZVPD RIJCOSX def2/J DEFGRID3
* xyz 2 1
C 1.1466 -0.8131 0.3140
C -0.9113 0.1327 0.1043
N 0.4767 -1.8916 0.0516
N -0.5650 -2.3114 -0.1014
N 0.3290 0.2247 0.4528
S -2.4318 -0.3299 0.1292
H 2.1750 -0.7008 0.2223
H 0.6180 1.2614 0.5324
H -2.4533 -0.4536 -1.2620
*
```

Summary:
Strongest force on any atom   0.0759 Eh/bohr
ΔE to the lowest compared entry with this formula, charge and spin   198.30 kJ/mol
Lowest unoccupied orbital energy (spin up / spin down)   -12.55 / -12.55 eV
Energy   -639.511720 Ha

Results of the Löwdin charge analysis, in e, for atoms 1 through 6: number 1, C, carries -0.036; number 2, C, carries -0.355; number 3, N, carries 0.110; number 4, N, carries 0.369; number 5, N, carries 0.145; number 6, S, carries 1.266



No. 2
Below is a 13-piece molecular cluster, C78H65N13O26 overall, with properties calculated with ωB97M-V/def2-TZVPD.

Geometry as ORCA input:
```
! wB97M-V def2-TZVPD RIJCOSX def2/J DEFGRID3
* xyz 0 1
C -8.9335 -28.2053 40.1970
C -8.5718 -28.5202 41.4868
C -7.6895 -29.5885 41.6595
C -7.1780 -30.3660 40.6050
C -7.5645 -30.0466 39.2839
C -8.4246 -28.9739 39.0342
N -6.2842 -31.5060 40.7841
O -5.6416 -31.6243 41.8170
O -6.1603 -32.3149 39.8820
H -9.5920 -27.3516 40.1344
H -8.9777 -28.0369 42.3632
H -7.3046 -29.8122 42.6435
H -7.0768 -30.5940 38.4908
H -8.7377 -28.7061 38.0359
C -9.6799 -20.1360 42.8446
C -8.5643 -19.3266 42.4617
C -8.2273 -19.3543 41.1522
C -8.7808 -20.1953 40.2253
C -10.0386 -20.8741 40.5437
C -10.3626 -20.9056 41.8519
N -8.2684 -20.3111 38.8312
O -8.7643 -21.0834 38.0186
O -7.2747 -19.7077 38.5056
H -9.8017 -20.3123 43.9031
H -8.0537 -18.8511 43.2861
H -7.3198 -18.8196 40.9134
H -10.6472 -21.3800 39.8087
H -11.1429 -21.6365 42.0045
C -15.0798 -23.1756 32.4612
C -14.4274 -23.5945 31.3100
C -13.2307 -23.0156 30.8408
C -12.6205 -21.9857 31.5643
C -13.3120 -21.5906 32.7372
C -14.5016 -22.1580 33.2178
N -11.3754 -21.2298 31.0270
O -10.9433 -21.5903 29.9058
O -10.8661 -20.4760 31.7210
H -15.9767 -23.7040 32.7488
H -14.8881 -24.3838 30.7344
H -12.8763 -23.3120 29.8647
H -13.0418 -20.8462 33.4715
H -14.9602 -21.6083 34.0264
C -15.9077 -26.2374 26.1095
C -15.2511 -27.4905 26.0986
C -15.7219 -28.5447 25.3312
C -16.9132 -28.5333 24.6840
C -17.6386 -27.3051 24.8012
C -17.1811 -26.1885 25.4672
N -17.5778 -29.7712 24.1197
O -18.7166 -29.7281 23.6992
O -16.9108 -30.7940 24.2618
H -15.4536 -25.3950 26.6101
H -14.2927 -27.6227 26.5786
H -15.0961 -29.4249 25.3252
H -18.5937 -27.2058 24.3068
H -17.8478 -25.3713 25.6997
C -2.6032 -28.2112 26.2403
C -2.5966 -26.8494 26.1482
C -2.5212 -26.2536 24.9125
C -2.7253 -27.0610 23.7515
C -2.7697 -28.4649 23.9076
C -2.5485 -29.0667 25.1805
N -2.7316 -26.4613 22.4554
O -3.3163 -27.0665 21.5653
O -2.1207 -25.3969 22.1979
H -2.7034 -28.7029 27.1967
H -2.6891 -26.3266 27.0886
H -2.5178 -25.1768 24.8301
H -2.6404 -29.1314 23.0677
H -2.6355 -30.1419 25.2320
C -2.2110 -19.2357 26.2128
C -2.6916 -20.2220 27.0859
C -1.8311 -21.2670 27.5668
C -0.4406 -21.2095 27.2722
C -0.0169 -20.1149 26.5239
C -0.8343 -19.2293 26.0312
N 0.5414 -22.2519 27.8315
O 1.6550 -21.8209 27.9423
O 0.2733 -23.4982 27.8344
H -2.8833 -18.5207 25.7621
H -3.7594 -20.2267 27.2475
H -2.2334 -22.1509 28.0392
H 1.0289 -20.1145 26.2542
H -0.4085 -18.5066 25.3509
C -12.6046 -24.8040 22.9085
C -12.2373 -26.1159 22.6790
C -11.1238 -26.6221 23.2459
C -10.2674 -25.8168 23.9996
C -10.6040 -24.5226 24.2817
C -11.7900 -24.0351 23.6993
N -9.0087 -26.2922 24.6647
O -8.8070 -27.5047 24.7254
O -8.3329 -25.4945 25.2247
H -13.5864 -24.4986 22.5780
H -12.9357 -26.8230 22.2562
H -11.1036 -27.6973 23.1467
H -10.0297 -23.8050 24.8488
H -12.0877 -22.9973 23.7266
C -6.5903 -24.8505 32.8464
C -6.8455 -25.1965 31.5532
C -8.0021 -25.7747 31.1662
C -8.9496 -26.0768 32.1397
C -8.7665 -25.6345 33.4857
C -7.5649 -25.0240 33.8485
N -10.2047 -26.6794 31.7887
O -10.6192 -27.4871 32.5986
O -10.7847 -26.4662 30.7444
H -5.6463 -24.4578 33.1943
H -6.0569 -25.0473 30.8305
H -8.1310 -26.1746 30.1713
H -9.5821 -25.8000 34.1740
H -7.5439 -24.6432 34.8589
C -3.5439 -18.6932 33.3334
C -2.9646 -17.7318 32.4122
C -1.6285 -17.8082 32.0372
C -0.8601 -18.8546 32.5469
C -1.3412 -19.7352 33.4746
C -2.6848 -19.6727 33.8098
N 0.4512 -19.1535 31.9167
O 0.9064 -18.3414 31.1389
O 1.0081 -20.1418 32.3273
H -4.6078 -18.8064 33.4806
H -3.5262 -16.8780 32.0628
H -1.1829 -17.1621 31.2954
H -0.6317 -20.3987 33.9467
H -3.0642 -20.3368 34.5724
C -14.2969 -25.4434 38.2426
C -14.5409 -25.2777 39.6666
C -14.4954 -26.4211 40.4291
C -14.1238 -27.6104 39.9161
C -13.7993 -27.7205 38.5431
C -14.0322 -26.6690 37.6354
N -13.9589 -28.8159 40.8037
O -13.9402 -28.6438 42.0197
O -13.8484 -29.9870 40.3571
H -14.5061 -24.6589 37.5305
H -14.8524 -24.3461 40.1155
H -14.7694 -26.3555 41.4717
H -13.3154 -28.5684 38.0812
H -13.9073 -26.8311 36.5750
C -14.4528 -33.6679 35.3525
C -13.6964 -33.0194 34.3288
C -13.4534 -33.6073 33.1263
C -13.8789 -34.9466 32.8753
C -14.8225 -35.5279 33.7622
C -15.1714 -34.8451 34.9994
N -13.5097 -35.6498 31.6113
O -13.8922 -36.8560 31.4502
O -12.7801 -35.1439 30.7152
H -14.6934 -33.2308 36.3104
H -13.1550 -32.0998 34.4952
H -12.7293 -33.0796 32.5233
H -15.2806 -36.4568 33.4562
H -15.9004 -35.1215 35.7467
C 2.9910 -28.0614 34.7935
C 2.6942 -26.6737 34.8448
C 1.5945 -26.0583 34.1475
C 0.7391 -26.8872 33.3019
C 1.0002 -28.2261 33.3635
C 2.1179 -28.8032 33.9940
N -0.3957 -26.4327 32.4436
O -0.5082 -25.1694 32.4198
O -1.1222 -27.2866 31.8656
H 3.7821 -28.5834 35.3113
H 3.3494 -26.0234 35.4053
H 1.3185 -25.0434 34.3926
H 0.4378 -28.8716 32.7051
H 2.2378 -29.8676 33.8561
C -18.0607 -29.2807 30.4397
C -19.2481 -29.5905 30.9867
C -19.4078 -29.6651 32.3869
C -18.4573 -29.3226 33.2556
C -17.1602 -28.9754 32.7302
C -16.9811 -29.0077 31.3208
N -18.6597 -29.3663 34.7471
O -19.8170 -29.2412 35.0933
O -17.7856 -29.7601 35.5478
H -17.9194 -29.2901 29.3691
H -20.0755 -29.8244 30.3330
H -20.3893 -29.9687 32.7200
H -16.3879 -28.6693 33.4204
H -16.0102 -28.7135 30.9505
*
```

Summary:
Strongest force on any atom   0.1301 Eh/bohr
ΔE to the lowest compared entry with this formula, charge and spin   1018.40 kJ/mol
Lowest unoccupied orbital energy   -1.06 eV
Energy   -5677.839381 Ha

Results of the Löwdin charge analysis, in e, for atoms 1 through 6: number 1, C, carries -0.052; number 2, C, carries -0.084; number 3, C, carries -0.003; number 4, C, carries -0.134; number 5, C, carries -0.013; number 6, C, carries -0.025